Formula: C37H42N4P2V
Source: the Open Molecules 2025 dataset
Level of theory: ωB97M-V/def2-TZVPD

Values from the calculation:
multiplicity	4
LUMO (spin up / spin down)	-1.2 / -1.3	eV
E_tot	-3280.511329	Ha
<S²>	3.81

```
86
C37H42N4P2V (ωB97M-V/def2-TZVPD)
V 0.09 -1.73 0.73
C -0.80 3.05 3.34
C -1.21 2.54 2.18
C -0.31 2.03 1.06
C 0.79 1.07 1.59
C 2.13 1.69 1.96
C 2.38 2.94 2.36
C 1.42 4.09 2.38
C 0.39 3.94 3.54
C 1.35 -3.16 1.72
H -1.45 2.99 4.21
H -2.30 2.30 2.01
H 0.16 2.88 0.53
H -0.91 1.48 0.30
H 0.35 0.69 2.54
H 0.96 0.18 0.88
H 2.96 0.97 1.95
H 3.35 3.15 2.80
H 0.92 4.26 1.43
H 2.03 4.97 2.59
H 0.95 3.63 4.44
H -0.04 4.94 3.77
H 1.89 -2.75 2.58
H 2.03 -3.45 0.92
H 0.82 -4.07 2.09
P 1.41 -1.36 -1.53
P -2.18 -0.50 -1.48
N 2.72 -0.19 -2.11
N 2.05 -2.54 -2.96
N -2.11 1.03 -2.49
N -3.75 -1.01 -2.51
C 0.23 -0.62 -2.68
C -1.10 -1.35 -2.63
C 3.93 -0.12 -1.45
C 4.81 0.67 -2.20
C 4.13 1.08 -3.38
C 2.85 0.52 -3.31
C 2.62 -3.78 -2.68
C 2.99 -4.40 -3.89
C 2.66 -3.49 -4.95
C 2.12 -2.36 -4.34
C -2.54 2.23 -1.91
C -2.34 3.27 -2.83
C -1.76 2.71 -4.01
C -1.69 1.33 -3.79
C -4.52 -0.30 -3.44
C -5.25 -1.22 -4.20
C -4.94 -2.52 -3.72
C -4.01 -2.37 -2.69
H 0.57 -0.62 -3.72
H 0.20 0.43 -2.37
H -1.54 -1.39 -3.63
H -1.00 -2.38 -2.26
H 4.05 -0.64 -0.52
H 5.82 0.91 -1.92
H 4.50 1.70 -4.19
H 2.05 0.62 -4.04
H 2.71 -4.11 -1.65
H 3.44 -5.38 -3.99
H 2.81 -3.64 -6.01
H 1.78 -1.46 -4.84
H -2.97 2.23 -0.91
H -2.61 4.32 -2.68
H -1.46 3.25 -4.91
H -1.36 0.57 -4.47
H -4.50 0.78 -3.48
H -5.91 -0.96 -5.02
H -5.34 -3.46 -4.07
H -3.51 -3.10 -2.09
C 0.75 0.63 6.41
C 1.56 0.36 5.30
C 1.08 -0.40 4.24
C -0.28 -0.79 4.15
C -0.85 -1.42 2.98
C -2.09 -2.02 3.15
C -2.90 -1.80 4.31
C -2.43 -1.04 5.36
C -1.11 -0.51 5.32
C -0.57 0.20 6.42
H 1.13 1.16 7.29
H 2.58 0.72 5.31
H 1.79 -0.67 3.46
H -2.50 -2.69 2.38
H -3.90 -2.25 4.40
H -3.01 -0.85 6.26
H -1.23 0.36 7.27
```